Density functional theory data (ωB97M-V/def2-TZVPD) for 7 unconnected molecules or ions with the total composition C51H75O22P at a distorted geometry.

Structure (ORCA input):
```
! RIJCOSX wB97M-V def2-TZVPD def2/J DEFGRID3
* xyz 0 1
P -7.4642 4.0231 -0.4615
O -1.6654 4.5420 -2.9301
O 6.2629 -7.4573 10.4287
O 2.6142 -10.5785 6.6656
O 4.1523 2.0160 -11.9650
O 7.3609 -7.7832 12.3841
O 3.1252 3.9759 -12.4611
O 7.4023 -9.3603 10.9002
O -7.9552 4.3380 -7.4572
O 1.2544 -5.8320 6.5750
O 2.1741 -5.0937 8.3908
O -5.3818 5.0618 1.8713
O -7.5165 5.3753 -5.6062
O 3.1026 -11.9917 5.0989
O 1.7128 2.6987 -5.1279
O -1.0378 5.3227 -0.0140
O 3.9788 2.7503 -5.2102
O 2.7156 1.6651 -6.7459
O 0.6326 -3.7955 7.3493
O -7.4215 3.2462 1.0490
O -7.2160 6.4788 -7.5618
O 4.8023 -10.9780 6.2025
O 4.1653 3.5977 -10.4846
C 3.8762 4.9471 -10.1188
C -1.1972 5.9076 -3.0882
C 3.9156 1.3520 -7.4542
C 3.4042 -8.3095 7.0374
C 4.7470 2.0608 -14.3246
C -7.5379 5.4985 -6.9408
C -1.9592 -3.3197 3.0133
C 2.9937 -9.6250 7.6676
C 6.9343 -8.1370 11.1639
C -3.1624 4.4671 -0.9063
C 7.0073 -6.4528 12.7585
C -1.7728 8.4505 -3.5192
C -1.9703 4.5666 0.1147
C 1.1695 -4.1746 10.4076
C -6.6190 4.0800 -9.4752
C -6.9991 6.5188 -4.9253
C -2.6913 1.8186 3.5955
C -1.3483 1.8888 2.9821
C -2.9519 9.4801 -3.1731
C -1.2987 -1.3454 4.5288
C 2.9099 2.4011 -5.6445
C 7.9506 -9.2801 8.5325
C -0.8131 -0.5346 3.3915
C -0.9270 -1.1619 2.0580
C 3.8171 1.5075 -13.2629
C -1.8612 -2.6922 4.3272
C -5.4728 4.1626 -2.6316
C 7.0694 -9.8849 9.6070
C -0.2457 0.9230 3.5938
C 3.7440 3.2643 -11.7119
C 1.2934 -4.8001 7.4277
C 3.6249 -11.1676 6.0172
C -4.5209 4.3589 -0.3177
C -0.5017 -0.4199 0.7292
C 2.3180 -4.1072 9.4204
C -1.4800 -2.5152 1.8645
C -1.0320 2.7912 1.8567
C -2.1372 3.5984 1.3430
C -3.4886 3.5073 1.9415
C 1.9769 4.9750 -4.3085
C 4.0746 -12.6205 4.2647
C -3.7992 2.6292 3.0813
C 0.2809 -5.6933 5.5400
C -8.3348 2.7409 -1.5675
C 1.7332 3.5215 -3.9539
C -4.1279 4.2959 -3.2021
C -2.3058 7.0192 -3.0363
C -8.0027 4.2803 -8.8891
C -5.7310 4.2021 -1.1648
C -2.9174 4.4482 -2.3546
C -4.5915 4.3928 1.2560
H -1.1799 0.4722 0.6442
H -0.7376 -1.0694 -0.1613
H 3.5593 -13.3638 3.6583
H -9.4345 2.9533 -1.5110
H 0.5875 -0.1652 0.7021
H 5.7892 1.8794 -14.0536
H 3.7819 -10.0293 8.3066
H -0.0192 2.8728 1.3970
H 0.3979 -4.7488 5.0082
H 0.7520 3.4214 -3.4866
H -2.2495 -3.2681 5.2075
H 7.2765 -6.3208 13.8053
H -8.1892 1.7296 -1.0871
H -6.3375 4.0161 -3.3308
H 7.7575 -9.7481 7.5660
H 0.4275 -6.5083 4.8324
H -2.7517 9.9372 -2.1719
H 2.7704 1.7121 -13.4976
H 0.7172 1.0723 3.0473
H 4.6279 3.1405 -14.4290
H 4.8382 -13.1248 4.8568
H -1.2514 -0.9248 5.5584
H 6.0095 -9.7355 9.3913
H -2.4024 -4.3314 2.8362
H -5.9271 6.6078 -5.1109
H -1.7103 8.3634 -4.6447
H -0.1874 1.1861 4.6878
H 4.5455 1.5985 -15.2921
H -7.9277 2.7681 -2.6080
H -3.1881 6.8066 -3.7074
H 4.1318 5.0670 -9.0668
H 2.6204 -7.9404 6.3752
H 3.2534 -4.3305 9.9355
H -7.5167 7.4294 -5.2266
H 7.7742 -8.2076 8.4345
H -4.8426 2.6088 3.4709
H 2.4708 3.1526 -3.2379
H 7.5710 -5.7351 12.1603
H 2.4185 -3.1101 8.9865
H 2.9685 5.1155 -4.7425
H -5.9762 4.9376 -9.2702
H 1.2533 5.3144 -5.0526
H -2.6053 7.1541 -1.9638
H 4.3044 -8.4268 6.4308
H 3.6031 -7.5594 7.8042
H -3.9052 8.8813 -3.0890
H -0.6180 5.9902 -4.0539
H -8.4868 5.1713 -9.2941
H -0.4519 6.1643 -2.2756
H 0.2230 -3.9162 9.9297
H 3.9300 0.4237 -13.2103
H 9.0056 -9.4072 8.7854
H 2.8179 5.1741 -10.2468
H 1.3338 -3.4857 11.2377
H -8.6324 3.4269 -9.1446
H 1.0619 -5.1874 10.8018
H 5.9359 -6.2827 12.6516
H -0.8023 8.7353 -3.0450
H 4.6540 0.8901 -6.7987
H -6.1372 3.2065 -9.0307
H 4.3214 2.2538 -7.9148
H 3.6636 0.6441 -8.2422
H -6.6745 3.9437 -10.5562
H -3.1174 10.2246 -3.9920
H 7.2403 -10.9613 9.6510
H 2.1179 -9.4655 8.2982
H -0.7229 -5.7751 5.9608
H -1.5723 -2.9914 0.8562
H -2.8699 1.1297 4.4600
H -7.1545 6.3705 -3.8576
H -3.9346 4.2512 -4.3058
H 1.8981 5.6062 -3.4220
H 4.5289 -11.8831 3.6010
H -6.7547 2.5318 1.0613
H 4.4895 5.6318 -10.7066
*
```

- LUMO (eV) = -0.7
- SMILES = CCCCOc1ccc(P(C)O)c2c1C(=O)c1cc(Cc3ccccc3C)ccc1C2=O.CCOC(=O)OC.CCOC(=O)OC.CCOC(=O)OC.CCOC(=O)OC.CCOC(=O)OC.CCOC(=O)OC

Density functional theory data (ωB97M-V/def2-TZVPD) for 2 unconnected molecules or ions with the total composition C4H9N2O2 at a distorted geometry.

Structure (ORCA input):
```
! RIJCOSX wB97M-V def2-TZVPD def2/J DEFGRID3
* xyz -1 1
O -1.9301 2.3216 -0.6798
O -2.0823 2.1321 1.5919
N -1.6026 0.2945 0.4108
N 1.4459 -2.2234 -0.5371
C 1.5167 -1.3371 0.4521
C -1.8974 1.7331 0.4081
C 0.6721 0.5184 -0.4734
C -0.7274 -0.0764 -0.7353
H -0.5984 -1.1194 -1.0288
H 0.7825 0.7332 0.6004
H 0.8064 -1.2878 1.3063
H -1.2536 0.4191 -1.5553
H -1.2135 0.1212 1.3282
H 0.6994 1.5423 -0.8740
H 1.3577 -0.0019 -1.1673
H 2.4396 -0.8093 0.7651
H 1.5850 -2.9602 0.1881
*
```

- energy above the lowest of the compared OMol25 structures with the same formula, charge and spin (eV) = 4.595
- LUMO (eV) = 3.1

Density functional theory data (ωB97M-V/def2-TZVPD) for a molecular structure, C13H11FeO4PS5.

Structure (ORCA input):
```
! RIJCOSX wB97M-V def2-TZVPD def2/J DEFGRID3
* xyz -2 5
Fe 0.3408 1.6832 -1.5837
S 0.1953 -0.4019 -2.6373
S -4.3703 -3.6443 -0.9590
S -3.8668 -0.6467 -1.2319
S -1.8983 1.6278 -1.2633
S -1.9741 -2.4912 -2.4638
P 0.7057 0.8624 0.6677
O 1.9840 5.2419 -1.5355
O 2.2061 1.7674 -1.9748
O 3.9163 3.1998 -1.9532
O 0.4602 3.6101 -1.4563
C -1.2524 -1.0320 1.2625
C 0.0233 1.8126 2.0738
C 2.7291 2.9530 -1.8685
C 1.6640 4.0705 -1.6035
C -1.3762 -0.8774 -2.1747
C -2.2776 -0.0004 -1.5860
C 0.9206 -1.9284 0.7848
C 0.0989 -0.8211 0.9918
C -1.7770 -2.3153 1.3097
C -3.4201 -2.3354 -1.4652
C 2.4783 0.7783 1.1004
C 0.4002 -3.2125 0.8506
C -0.9503 -3.4090 1.1023
H -1.9251 -0.1886 1.3660
H -1.0571 1.8969 1.9642
H 0.2621 1.3409 3.0289
H 2.6480 0.2426 2.0365
H 1.0456 -4.0616 0.6581
H -2.8422 -2.4603 1.4393
H 3.0277 0.3134 0.2826
H 2.8518 1.8007 1.1824
H 1.9648 -1.7914 0.5316
H -1.3760 -4.4042 1.0842
H 0.4408 2.8202 2.0391
*
```

- ⟨S²⟩ = 6.0470
- LUMO (alpha / beta) (eV) = 4.8 / 4.1

Density functional theory data (ωB97M-V/def2-TZVPD) for a molecular structure, C9H4BrF12N3O8S4Sm at a distorted geometry.

Structure (ORCA input):
```
! RIJCOSX wB97M-V def2-TZVPD def2/J DEFGRID3
* xyz 1 6
Sm 0.2734 -0.4855 0.0666
Br -1.1408 5.1259 -3.9134
S 1.3269 -2.6461 -2.1931
S -0.5623 -0.1983 2.5799
S 1.6154 1.4015 2.1718
S -1.0747 -2.6925 -1.0894
F 1.7710 -4.2702 -0.1211
F -3.0299 -3.7910 -2.3553
F -1.2153 0.8994 4.8651
F 1.1923 3.6590 0.8241
F -2.4101 -0.8163 4.2773
F -2.1652 -5.0013 -0.7632
F 3.5390 -3.4194 -1.0086
F -3.4212 -3.2959 -0.2748
F 1.2449 3.8026 2.9799
F 2.2780 -2.1718 0.2211
F -0.3862 -1.0987 5.0230
F 3.0807 3.4182 1.8542
O 2.3907 1.0647 3.3150
O 1.9817 0.7760 0.8605
O -0.4585 -2.7151 0.2620
O -1.5183 -1.3188 -1.3629
O 0.5291 -1.1661 2.3488
O 2.0822 -2.9991 -3.3318
O -1.6788 -0.4289 1.6755
O 1.1910 -1.1978 -1.8435
N -0.1129 -3.3262 -2.1555
N -0.0085 1.2604 2.2902
N -0.3285 1.5101 -1.1518
C 1.7730 3.2203 1.9194
C 0.4426 3.0574 -2.7965
C -0.8048 3.6619 -2.8005
C -1.5262 2.1018 -1.1712
C -1.8094 3.1819 -1.9764
C -2.5509 -3.7963 -1.1296
C -1.1964 -0.3112 4.3529
C 0.6308 1.9845 -1.9531
C 2.2922 -3.2105 -0.6789
H 1.5947 1.4926 -1.9178
H -2.2846 1.6991 -0.5128
H -2.7909 3.6317 -1.9584
H 1.2450 3.4081 -3.4279
*
```

- ⟨S²⟩ = 8.7564
- LUMO (alpha / beta) (eV) = -4.4 / -3.3

Density functional theory data (ωB97M-V/def2-TZVPD) for a single C3H4N2 molecule at a distorted geometry.

Structure (ORCA input):
```
! RIJCOSX wB97M-V def2-TZVPD def2/J DEFGRID3
* xyz 0 1
N -1.4024 -0.5607 0.0612
N 1.2136 -1.6684 0.1765
C 1.0042 -0.4739 0.0916
C -0.8888 0.6072 -0.0554
C 0.5583 0.7640 -0.0618
H -1.4544 1.5374 -0.1036
H 1.1390 1.6709 -0.0665
H -2.4144 -0.5390 0.0681
H 2.1986 -1.3629 -0.1190
*
```

- energy above the lowest of the compared OMol25 structures with the same formula, charge and spin (eV) = 3.467
- LUMO (eV) = 0.6
- SMILES = [H]/N=C/C=C=N

Density functional theory data (ωB97M-V/def2-TZVPD) for 5 unconnected molecules or ions with the total composition C19H35BrCl8O4S at a distorted geometry.

Structure (ORCA input):
```
! RIJCOSX wB97M-V def2-TZVPD def2/J DEFGRID3
* xyz 0 1
Br 2.3420 1.5856 4.3593
Cl 4.0508 2.8041 1.9542
Cl 3.6918 -5.5945 -0.1450
Cl 0.4241 -4.4003 -1.8134
Cl 2.6492 -4.9619 2.5107
Cl -3.2647 -1.1895 -4.5993
Cl -2.7495 -3.5450 -6.2505
Cl 6.5743 3.4408 0.6154
Cl -0.2143 -2.0978 -3.4340
S 0.7222 0.2096 -1.4913
O 1.6903 4.1508 -1.3096
O 2.9886 0.0925 -0.0141
O -0.5883 2.7517 -0.2950
O 2.4325 2.0789 -0.9609
C 2.6173 -1.2556 0.3117
C -0.4733 1.0623 4.3223
C -0.7653 -3.6889 -2.9094
C -3.7396 0.8346 0.5836
C -2.7969 -1.7771 -6.1963
C 4.8359 3.7511 0.6757
C 2.9049 -2.2612 -0.8020
C -3.5104 0.6352 2.1015
C -1.7665 2.4967 0.4762
C -2.4900 1.3063 -0.1881
C 1.3140 1.6006 0.9714
C 1.6501 3.1545 -0.7239
C 0.6078 1.6083 3.3922
C -4.1636 -0.5486 0.0014
C 0.6328 2.8532 0.4332
C -2.9619 1.7163 -1.6006
C 0.6740 0.7583 2.0899
C 1.9218 0.9184 -0.2506
C 3.2132 -6.2412 1.4273
H -1.7499 0.5154 -0.3446
H 3.9576 -2.2178 -1.0909
H 2.4099 -6.9548 1.2813
H -3.1803 0.8259 -2.1974
H -3.9035 2.2688 -1.5401
H -0.8891 -4.3257 -3.7785
H -3.5188 -1.4245 -6.9244
H 0.4897 3.6703 1.1465
H -2.5414 0.1478 2.2384
H 1.0434 0.8726 -2.6208
H 0.4519 2.6527 3.1298
H -4.2621 -0.0730 2.4573
H -4.0252 -1.3395 0.7431
H -1.7107 -3.5868 -2.3870
H 4.6750 4.8048 0.8755
H -0.3441 1.4133 5.3466
H -5.2145 -0.5558 -0.2997
H -1.5862 2.3420 1.5427
H -1.4511 1.4122 3.9894
H -2.4328 3.3600 0.3240
H -2.1910 2.2646 -2.1447
H 2.5954 -3.2664 -0.4892
H -4.5547 1.5531 0.4576
H 2.2128 2.0219 1.4776
H 1.5929 -1.3606 0.6784
H 1.2923 -0.1019 2.3581
H -0.3113 0.3657 1.8203
H 4.0689 -6.7304 1.8791
H 3.2631 -1.5499 1.1468
H 4.3990 3.4789 -0.2787
H -3.5783 -0.8368 -0.8750
H -1.8095 -1.3949 -6.4322
H -0.3922 -0.0262 4.3164
H 2.3281 -2.0462 -1.7027
H -3.5867 1.5731 2.6547
*
```

- LUMO (eV) = 0.4
- SMILES = CCO[C@]1(S)OC(=O)[C@@H](OC[C@H](C)C(C)C)[C@H]1C[C@@H](C)Br.ClCCl.ClCCl.ClCCl.ClCCl

Calculated calculated total energy, -108434.35649 -11366.57083 -119705.33673 -194139.24335 -6152.43386 -209516.65319 eV (same order as the records).